## one
C3H4NO2S | ωB97M-V with the def2-TZVPD basis set

Output
Kohn-Sham gap (spin up / spin down) in Eh: 0.2378 / 0.2378
SMILES: C=S(=O)=C/C=N/[O-]
E_LUMO (spin up / spin down) in eV: 3.73 / 3.74
Net charge: -1
Spin multiplicity: 1
HOMO level (spin up / spin down) in eV: -2.74 / -2.74

Structure (XYZ):
```
11
Properties=species:S:1:pos:R:3:mulliken_charge:R:1
C 0.735 -0.598 -0.952 0.017
C -0.458 -1.115 -0.560 -0.550
C -0.484 1.157 0.794 -0.682
N 1.177 0.633 -0.711 -0.014
O 2.364 1.004 -0.468 -0.608
O -1.317 -1.048 1.959 -0.663
S -1.453 -0.292 0.678 0.273
H 1.323 -1.179 -1.661 0.348
H -0.949 -1.909 -1.104 0.317
H -0.021 1.351 1.745 0.303
H -0.918 1.996 0.280 0.258
```


## two
C3H4NO2S | ωB97M-V with the def2-TZVPD basis set

Output
Kohn-Sham gap (spin up / spin down) in Eh: 0.2382 / 0.2671
E_LUMO (spin up / spin down) in eV: 2.89 / 3.84
Net charge: -1
Spin multiplicity: 1
HOMO level (spin up / spin down) in eV: -3.60 / -3.43

Structure (XYZ):
```
11
Properties=species:S:1:pos:R:3:mulliken_charge:R:1
C 0.007 -1.338 -0.500 -0.023
C -1.242 0.132 0.836 -0.403
C 0.040 0.088 0.066 -0.559
N -1.140 -1.874 -0.689 -0.454
O -3.395 -1.189 0.381 -0.624
O -2.619 0.155 -2.646 -0.784
S -2.257 -0.621 -0.311 0.687
H 0.990 -1.704 -0.568 0.365
H -1.539 1.228 1.132 0.150
H 0.935 0.427 0.619 0.332
H 0.174 0.744 -0.764 0.313
```


Of the structures shown above, one is the most stable.